[1]
DFT (ωB97M-V/def2-TZVPD) results for one molecule with the formula C6H4O.

## Properties
E_HOMO = -10.13 eV
orbital gap = 0.3629 hartree
energy above the lowest of the compared OMol25 structures with the same formula, charge and spin = 59.3 kcal/mol
structure (SMILES) = C#CC(=O)C#CC
LUMO level = -0.25 eV

```
11
C6H4O ωB97M-V/def2-TZVPD
C 3.3681 -0.6683 0.6223
C 2.4006 0.0467 0.6563
C 1.1356 0.7532 0.6063
O 0.9221 1.8367 1.1102
C 0.0700 0.0632 -0.0777
C -1.0452 -0.2212 -0.4359
C -2.4818 -0.1601 -0.6639
H 4.2162 -1.3145 0.5826
H -2.6689 0.7164 -1.2937
H -2.9409 0.0158 0.3159
H -2.9158 -1.0501 -1.1202
```



[2]
DFT (ωB97M-V/def2-TZVPD) results for one molecule with the formula C6H4O.

## Properties
E_HOMO = -8.42 eV
orbital gap = 0.3423 hartree
energy above the lowest of the compared OMol25 structures with the same formula, charge and spin = 37.5 kcal/mol
structure (SMILES) = C#Cc1ccco1
LUMO level = 0.89 eV

```
11
C6H4O ωB97M-V/def2-TZVPD
C 2.7203 -0.2490 0.4041
C 1.8248 -0.3917 -0.3863
C 0.4327 -0.2135 -0.6060
C -0.2596 0.9391 -0.3888
C -1.5690 0.5385 0.0001
C -1.5735 -0.8179 -0.0318
O -0.3690 -1.2967 -0.4179
H 3.3169 -0.0606 1.2603
H 0.1631 1.9343 -0.3789
H -2.3736 1.1799 0.3261
H -2.3130 -1.5624 0.2192
```



[3]
DFT (ωB97M-V/def2-TZVPD) results for C6H4O as an isolated structure in a non-equilibrium geometry.

## Properties
E_HOMO = -8.90 eV
orbital gap = 0.3198 hartree
energy above the lowest of the compared OMol25 structures with the same formula, charge and spin = 114.5 kcal/mol
LUMO level = -0.20 eV

```
11
C6H4O ωB97M-V/def2-TZVPD
C 3.3490 -0.6848 0.0592
C 2.0947 -0.6398 0.1310
C 0.7569 -0.3616 0.0493
C 0.0406 0.8684 0.2921
C -1.3779 0.5558 0.1998
C -1.4269 -0.7095 -0.2486
O -0.1880 -1.2508 -0.4129
H 0.7749 0.6556 -0.8171
H 0.4479 1.7437 0.7877
H -2.2208 1.1755 0.4879
H -2.2504 -1.3525 -0.5285
```



[4]
DFT (ωB97M-V/def2-TZVPD) results for one molecule with the formula C6H4O in a non-equilibrium geometry.

## Properties
E_HOMO = -8.35 eV
orbital gap = 0.3107 hartree
energy above the lowest of the compared OMol25 structures with the same formula, charge and spin = 100.8 kcal/mol
LUMO level = 0.11 eV

```
11
C6H4O ωB97M-V/def2-TZVPD
C 0.3197 0.9954 0.1064
C 1.6404 0.8367 -0.0481
C -1.3237 -0.8578 -0.6610
C -1.6117 -0.8431 0.5823
C -0.1777 -0.3846 0.2488
C 2.0842 -0.5689 -0.0479
O 0.9523 -1.2399 0.1264
H -0.3300 1.9760 0.1048
H 2.3055 1.6598 -0.1990
H -1.5762 -0.8078 -1.7407
H -2.2829 -0.7658 1.5281
```



[5]
DFT (ωB97M-V/def2-TZVPD) results for C6H5As2CuF20O4 as an isolated structure in a non-equilibrium geometry.

## Properties
expectation value of S² = 0.76
E_HOMO (alpha / beta) = -8.20 / -8.09 eV
orbital gap (alpha / beta) = 0.3613 / 0.2511 hartree
charge = -1
energy above the lowest of the compared OMol25 structures with the same formula, charge and spin = 0.0 kcal/mol
2S+1 = 2
LUMO level (alpha / beta) = 1.63 / -1.26 eV

```
38
C6H5As2CuF20O4 ωB97M-V/def2-TZVPD
Cu -0.6045 0.0331 0.6213
As -0.7918 -3.3379 2.4574
F 0.9162 -3.6402 2.8408
F -1.1825 -5.0914 2.7839
F -2.5982 -3.0154 2.1533
F -0.4807 -1.5848 2.1033
F -0.6239 -3.7940 0.7017
F -1.1188 -2.9506 4.2260
As -4.0300 -0.7827 -0.9650
F -5.2672 -1.2113 -2.2010
F -3.2462 0.2707 -2.1933
F -2.7239 -0.1724 0.2418
F -4.7071 -1.8472 0.3433
F -2.9901 -2.1071 -1.4444
F -5.0671 0.5831 -0.3993
O 1.5948 -0.7926 -2.4368
C 0.6429 -1.6497 -2.1242
O 0.3473 -2.7122 -2.7232
O -0.1880 -1.4840 -1.1976
H 2.0841 -1.3751 -3.0223
C 2.3186 1.8966 -0.0624
C 2.4998 0.6403 0.8552
C 3.7746 0.7046 1.7283
F 4.9361 0.7447 1.1285
F 3.8433 1.8704 2.5009
F 1.5428 0.7048 1.7928
F 2.3585 -0.5772 0.3233
O 1.0371 1.9847 -0.6249
C 0.5727 3.3436 -0.9204
C -0.7354 3.2496 -1.6500
F -1.6880 2.5988 -0.9321
F -1.2650 4.4097 -1.9442
F 0.5192 4.0427 0.2594
F 1.5642 3.9584 -1.6304
H 3.0826 1.7686 -0.8293
H 2.6100 2.8168 0.4439
H 3.7661 -0.1739 2.3735
H -0.7023 2.6783 -2.5777
```



[6]
DFT (ωB97M-V/def2-TZVPD) results for C6H5AsClO10SSc as an isolated structure in a non-equilibrium geometry.

## Properties
E_HOMO = -9.76 eV
orbital gap = 0.3579 hartree
energy above the lowest of the compared OMol25 structures with the same formula, charge and spin = 19.4 kcal/mol
LUMO level = -0.02 eV

```
25
C6H5AsClO10SSc ωB97M-V/def2-TZVPD
Sc -1.8313 -0.7890 -0.0613
O -4.1150 -2.6598 -2.2688
Cl -3.9437 -1.7075 -1.2694
O -5.1470 -1.1793 -0.8069
O -3.1914 -2.2777 -0.1503
O -3.0807 -0.6337 -1.7345
O -1.2876 1.4817 -0.9479
As -1.7086 1.8410 0.7851
O -0.2878 0.7250 1.3394
O -2.7605 0.5834 0.9298
C 1.0150 0.8054 0.9893
C 1.7934 1.9452 1.1901
C 3.1284 1.9382 0.8233
C 3.7010 0.8045 0.2637
C 2.9418 -0.3420 0.0932
C 1.6090 -0.3376 0.4541
S 0.5542 -1.7190 0.0239
O -0.5168 -1.8725 1.0529
O 1.3447 -2.8658 -0.2587
O -0.2370 -1.1635 -1.1345
H -1.1118 2.2171 -1.5458
H 1.3192 2.8221 1.6185
H 3.7287 2.8235 0.9752
H 4.7330 0.8128 -0.0463
H 3.3510 -1.2525 -0.3143
```



[7]
DFT (ωB97M-V/def2-TZVPD) results for one molecule with the formula C6H5BO in a non-equilibrium geometry.

## Properties
E_HOMO = -9.57 eV
orbital gap = 0.3343 hartree
energy above the lowest of the compared OMol25 structures with the same formula, charge and spin = 54.1 kcal/mol
structure (SMILES) = C#C/C=C\C1=CB1O
LUMO level = -0.48 eV

```
13
C6H5BO ωB97M-V/def2-TZVPD
C 2.6471 1.2308 -0.0229
C 2.0067 0.1903 -0.1313
C 1.6329 -1.1408 -0.1125
C 0.3327 -1.4731 -0.0417
C -0.7454 -0.4080 -0.0824
C -0.7861 0.9436 0.2648
B -2.1068 0.1685 0.0782
O -3.9368 -0.0489 -0.0912
H 2.6928 2.1823 -0.3310
H 2.4528 -1.8238 0.0985
H 0.0277 -2.4534 -0.1046
H -0.1103 1.7822 0.3351
H -4.1073 0.8502 0.1410
```



[8]
DFT (ωB97M-V/def2-TZVPD) results for C6H5BaO3 as an isolated structure in a non-equilibrium geometry.

## Properties
E_HOMO = -19.76 eV
orbital gap = 0.3115 hartree
charge = +3
energy above the lowest of the compared OMol25 structures with the same formula, charge and spin = 43.5 kcal/mol
LUMO level = -11.29 eV

```
15
C6H5BaO3 ωB97M-V/def2-TZVPD
O -1.3878 0.3532 -0.1283
C -2.5195 0.6300 0.0251
O 4.2359 -0.0798 0.3019
C 5.3733 -0.3332 0.1927
O 6.4859 -0.5687 0.0943
Ba 1.6237 0.3432 0.3457
C -3.7883 0.9172 0.0769
C -4.7895 0.1679 0.8998
H -4.0900 1.7770 -0.5301
H -5.6404 0.8239 1.1766
H -4.4326 -0.1769 1.8826
C -5.3121 -1.1122 0.2413
C -6.4262 -0.7886 -0.2294
H -5.4255 -1.6612 -0.9736
H -7.4422 -0.5848 0.1134
```



[9]
DFT (ωB97M-V/def2-TZVPD) results for one molecule with the formula C6H5BrClNO2 in a non-equilibrium geometry.

## Properties
E_HOMO = -9.96 eV
orbital gap = 0.3496 hartree
energy above the lowest of the compared OMol25 structures with the same formula, charge and spin = 47.1 kcal/mol
structure (SMILES) = O=[N+]([O-])/C=C/C=C\C=C(\Cl)Br
LUMO level = -0.45 eV

```
16
C6H5BrClNO2 ωB97M-V/def2-TZVPD
O 1.8486 2.2979 2.8491
N 0.8509 1.6619 2.5015
O -0.1668 1.3570 3.1107
C 0.8557 1.1248 1.1458
C -0.3278 1.0652 0.5791
C -0.5301 0.4401 -0.7256
C -0.2497 -0.8522 -0.8614
C 0.3686 -1.6498 0.1975
C 1.5293 -1.4564 0.7227
Cl 1.8115 -2.4170 2.2002
Br 3.1155 -0.8679 -0.1714
H 1.8161 1.1073 0.6092
H -1.2370 1.2762 1.0971
H -1.0377 1.0789 -1.4086
H -0.6860 -1.4670 -1.6406
H -0.3354 -2.0876 0.9100
```



[10]
DFT (ωB97M-V/def2-TZVPD) results for C6H5Cl2HoNO3Rh as an isolated structure in a non-equilibrium geometry.

## Properties
expectation value of S² = 20.02
E_HOMO (alpha / beta) = -23.33 / -23.80 eV
orbital gap (alpha / beta) = 0.2741 / 0.1177 hartree
charge = +4
2S+1 = 9
LUMO level (alpha / beta) = -15.87 / -20.60 eV

```
19
C6H5Cl2HoNO3Rh ωB97M-V/def2-TZVPD
Rh -0.0360 -0.1989 -4.3868
Ho -1.4899 0.3680 0.3672
Cl -0.6011 -0.7753 -2.1465
Cl -2.3263 2.5724 0.8270
C 0.6680 0.9619 0.9802
C 0.3834 -1.9401 -4.6536
C 0.3962 0.2218 -6.0834
O 1.7276 1.3170 1.2907
O 0.6545 -3.0638 -4.8250
O 0.6868 0.4564 -7.1884
C -0.3002 -1.0846 5.6027
C -1.6194 -1.3414 4.8416
C -1.5595 -0.9460 3.4625
N -1.5571 -0.6067 2.3442
H 0.5153 -1.6762 5.1755
H -0.3960 -1.3598 6.6591
H -0.0223 -0.0253 5.5590
H -1.8767 -2.4097 4.8792
H -2.4435 -0.7873 5.3192
```



[11]
DFT (ωB97M-V/def2-TZVPD) results for a 2-piece molecular cluster, C6H5ClN3O3 overall in a non-equilibrium geometry.

## Properties
E_HOMO = -5.46 eV
orbital gap = 0.2896 hartree
charge = -1
energy above the lowest of the compared OMol25 structures with the same formula, charge and spin = 14.0 kcal/mol
LUMO level = 2.42 eV

```
18
C6H5ClN3O3 ωB97M-V/def2-TZVPD
C -0.6044 2.4445 0.8914
C -0.3680 1.0881 1.0471
C -1.0034 0.0157 1.9340
C 0.7869 -1.3348 -1.5050
C -0.7050 -1.4572 -1.3781
C 1.4466 -0.8764 -0.2644
N 0.2378 2.9239 -0.0514
N 0.9743 1.9540 -0.4889
N 0.6201 0.8816 0.1656
O -0.6046 -1.1485 1.7139
O -1.8325 0.4152 2.7497
O 1.4124 -1.6503 -2.4948
Cl 3.1240 -0.6060 -0.2970
H -1.3089 3.0777 1.3884
H -1.1714 -0.5864 -1.8425
H -1.0479 -2.3449 -1.9064
H -0.9942 -1.4963 -0.3279
H 1.0383 -1.3003 0.6664
```



[12]
DFT (ωB97M-V/def2-TZVPD) results for a 2-piece molecular cluster, C6H5ClNO3P overall in a non-equilibrium geometry.

## Properties
E_HOMO (alpha / beta) = -10.22 / -8.93 eV
orbital gap (alpha / beta) = 0.3102 / 0.2667 hartree
energy above the lowest of the compared OMol25 structures with the same formula, charge and spin = 13.2 kcal/mol
LUMO level (alpha / beta) = -1.78 / -1.67 eV

```
17
C6H5ClNO3P ωB97M-V/def2-TZVPD
C 0.2351 -0.2420 1.1911
C 0.8558 -0.8474 0.1082
C -0.7644 0.6980 0.9884
C 0.4867 -0.5111 -1.1814
C -1.1499 1.0351 -0.2975
C -0.5025 0.4413 -1.3710
N -0.4983 -1.5829 -4.5863
O 0.5379 -1.4676 -5.1430
O -1.3247 -2.4240 -4.4988
O -2.1378 1.8305 -3.1390
P -1.0085 0.9066 -3.0721
Cl 0.6480 1.7423 -3.8855
H 0.5202 -0.5086 2.1968
H 1.6232 -1.5875 0.2744
H -1.2477 1.1634 1.8337
H 0.9637 -0.9757 -2.0298
H -1.9311 1.7571 -0.4809
```



[13]
DFT (ωB97M-V/def2-TZVPD) results for an isolated ion of composition C6H5ClO5 and charge -2 in a non-equilibrium geometry.

## Properties
E_HOMO = -1.57 eV
orbital gap = 0.2732 hartree
charge = -2
energy above the lowest of the compared OMol25 structures with the same formula, charge and spin = 0.0 kcal/mol
structure (SMILES) = O=C([O-])/C=C/CO[C@H](Cl)C(=O)[O-]
LUMO level = 5.86 eV

```
17
C6H5ClO5 ωB97M-V/def2-TZVPD
O 0.4434 -0.6197 3.3182
C -0.0881 -1.3963 2.4978
O -0.9365 -2.2211 2.6488
C -0.0482 -1.0332 0.9956
C 0.7063 -0.6880 -0.1028
C -0.1253 -0.6247 -1.3622
O -0.6572 0.6066 -1.8609
C -1.9181 0.7913 -1.4555
Cl -3.0895 -0.3486 -2.1410
C -2.4472 2.1876 -2.2467
O -3.6154 2.1679 -2.6515
O -1.5689 2.9117 -2.5902
H -1.0655 -1.0983 0.7981
H 1.7878 -0.5146 -0.1108
H 0.5571 -0.8610 -2.1548
H -0.8205 -1.4301 -1.3521
H -2.4077 0.9535 -0.3382
```



[14]
DFT (ωB97M-V/def2-TZVPD) results for one molecule with the formula C6H5F in a non-equilibrium geometry.

## Properties
E_HOMO = -9.03 eV
orbital gap = 0.3512 hartree
energy above the lowest of the compared OMol25 structures with the same formula, charge and spin = 102.2 kcal/mol
LUMO level = 0.53 eV

```
12
C6H5F ωB97M-V/def2-TZVPD
C -0.4303 1.2110 0.7907
C -1.6621 0.5127 0.1691
C 0.7329 0.7517 0.4216
C -1.4632 -0.4886 -0.6004
C 1.6003 -0.0806 -0.0911
C -0.6356 -1.3266 -1.1588
F -0.2401 -1.3361 -2.4391
H -0.4813 2.1892 1.3439
H -2.6767 0.9115 0.0781
H 2.1576 0.2579 -0.9041
H 2.1988 -0.7739 0.5637
H -0.2361 -2.1698 -0.5873
```



[15]
DFT (ωB97M-V/def2-TZVPD) results for a 2-piece molecular cluster, C6H5F3N2OS overall in a non-equilibrium geometry.

## Properties
E_HOMO (alpha / beta) = -7.94 / -9.41 eV
orbital gap (alpha / beta) = 0.1863 / 0.3526 hartree
energy above the lowest of the compared OMol25 structures with the same formula, charge and spin = 71.5 kcal/mol
LUMO level (alpha / beta) = -2.87 / 0.19 eV

```
18
C6H5F3N2OS ωB97M-V/def2-TZVPD
C -2.1480 -0.9760 0.1717
C -2.0059 -0.1330 1.2312
C -1.9328 -0.4817 -1.1835
C -1.6255 1.1953 1.0639
C -1.3911 0.7571 -1.1338
C 2.4760 1.0024 -0.4651
N -1.3258 1.5829 -0.1597
N 2.2789 -1.8974 -0.0416
O 0.3980 -0.4517 0.4978
F 1.7700 2.0381 0.0210
F 2.9426 1.2954 -1.6223
F 3.5025 0.6984 0.3556
S 1.4081 -0.7425 -0.5701
H -2.2448 -1.9903 0.4644
H -1.7633 -0.6044 2.1153
H -1.9801 -1.0994 -2.0263
H -1.4469 1.8980 1.8671
H 3.0882 -2.0912 -0.5855
```